Computed, not measured: 2 unconnected molecules or ions with the total composition C4H12NO2, with the ωB97M-V functional and the def2-TZVPD basis.

Last column: natural (NBO) charge in e.
Geometry (Å):
C -0.484 -0.989 2.158  -0.212
C 0.937 -0.797 1.549  -0.434
C 1.087 -1.360 0.168  -0.525
C 0.411 -0.672 -1.038  0.490
O -0.555 0.047 -0.928  -0.559
N -1.396 0.028 1.491  -0.712
H -0.859 -1.998 2.045  0.229
H -0.452 -0.691 3.203  0.232
H 1.086 0.284 1.628  0.228
H 1.653 -1.176 2.277  0.262
H 2.082 -1.561 -0.236  0.265
H 0.530 -2.295 -0.024  0.250
H 0.635 -1.054 -2.036  0.165
H -1.171 0.125 0.462  0.456
H -1.452 0.909 1.995  0.436
H -2.357 -0.320 1.460  0.430
H -0.188 3.700 -3.155  0.476
H 0.443 2.428 -3.706  0.471
O 0.308 2.926 -2.877  -0.946

As for the energy relative to the best compared isomer or geometry (same formula, charge and spin): 1.471 eV. As for the LUMO energy: -3.18 eV. The total charge is +1. For the orbital gap, the calculation gives 10.788 eV. As for the total energy: -364.5812 hartree. Its multiplicity is 1.

---

Computed, not measured: a molecular structure, C6H11N3, with the ωB97M-V functional and the def2-TZVPD basis.

Last column: natural (NBO) charge in e.
Geometry (Å):
C -1.895 -1.576 0.504  0.065
C -1.862 0.430 -0.531  0.407
C -2.185 1.677 -1.230  -0.696
C 2.264 -0.671 -0.714  -0.599
C 1.516 0.002 1.613  -0.628
C 1.140 0.084 0.149  -0.027
N -2.559 -0.557 -0.166  -0.448
N -0.598 -1.469 0.459  -0.209
N -0.175 -0.387 -0.108  -0.257
H -2.419 -2.436 0.923  0.202
H -2.344 1.556 -2.312  0.244
H -3.056 2.148 -0.830  0.251
H -1.297 2.435 -1.096  0.235
H 2.060 -0.613 -1.706  0.211
H 2.362 -1.617 -0.145  0.215
H 3.089 -0.064 -0.465  0.199
H 2.299 0.636 1.751  0.208
H 1.960 -0.955 1.926  0.214
H 0.641 0.204 2.276  0.222
H 1.060 1.172 -0.299  0.193

As for the energy relative to the best compared isomer or geometry (same formula, charge and spin): 3.245 eV. As for the LUMO energy: 0.86 eV. The total charge is 0. For the orbital gap, the calculation gives 8.921 eV. As for the total energy: -399.3760 hartree. Its multiplicity is 1.

---

Computed, not measured: a molecular structure, C3H4CoLiO3, with the ωB97M-V functional and the def2-TZVPD basis.

Last column: Mulliken spin population.
Geometry (Å):
C -1.075 0.182 0.389  0.000
C 0.296 -0.345 0.081  0.025
O 1.160 0.761 -0.156  -0.029
C 2.427 0.529 -0.516  0.090
O 2.791 -0.667 -0.620  -0.002
O -1.937 -0.542 0.880  0.001
H -1.168 1.284 0.461  0.001
H 0.235 -1.004 -0.799  0.001
H 0.648 -0.958 0.925  0.001
Co 4.295 0.461 -1.010  3.913
Li -3.850 -0.475 0.833  0.000
H -3.821 0.774 -0.468  0.000

The expectation value of S² is 6.006. As for the LUMO energy (alpha / beta): -0.12 / -1.12 eV. The total charge is 0. For the orbital gap (alpha / beta), the calculation gives 6.674 / 5.666 eV. As for the total energy: -1732.5182 hartree. Its multiplicity is 5.

---

Computed, not measured: a molecular structure, C5H3CoO3, with the ωB97M-V functional and the def2-TZVPD basis.

Last column: Mulliken spin population.
Geometry (Å):
C 0.401 1.715 -0.057  0.795
C 1.646 1.966 -0.286  0.143
O 2.711 2.230 -0.693  0.430
C -0.661 1.215 0.821  0.015
C -0.336 -0.216 0.578  -0.121
O -0.835 -0.884 -0.370  0.166
C 0.945 -2.668 -1.380  0.018
O -0.095 -3.167 -1.406  0.007
Co -1.833 -2.341 -0.764  2.496
H -0.572 1.494 1.879  0.037
H -1.653 1.424 0.375  0.023
H 0.282 -0.768 1.303  -0.007

As for the energy relative to the best compared isomer or geometry (same formula, charge and spin): 0.025 eV. The expectation value of S² is 6.127. As for the LUMO energy (alpha / beta): -9.96 / -12.33 eV. The total charge is +2. For the orbital gap (alpha / beta), the calculation gives 8.840 / 4.727 eV. As for the total energy: -1799.8842 hartree. Its multiplicity is 5.

---

Computed, not measured: 2 unconnected molecules or ions with the total composition C10H10N2O2, with the ωB97M-V functional and the def2-TZVPD basis.

Last column: natural (NBO) charge in e.
Geometry (Å):
C -0.614 -2.277 3.217  -0.215
C 0.479 -1.709 2.630  -0.209
C 0.256 -0.568 1.834  -0.210
C -0.986 0.085 1.911  -0.198
C -2.048 -0.552 2.497  -0.215
C -1.891 -1.742 3.076  -0.190
C 0.545 2.048 -1.436  0.661
C 0.838 2.610 -2.765  -0.431
C 0.977 1.674 -3.752  0.092
C 0.888 -0.312 -2.282  0.798
H -0.636 -3.263 3.560  0.208
H 1.408 -2.393 2.547  0.224
H 0.973 0.046 1.301  0.177
H -1.144 0.993 1.409  0.226
H -2.945 0.000 2.447  0.209
H -2.700 -2.211 3.540  0.206
H 0.851 0.313 -0.185  0.435
H 0.765 3.706 -2.826  0.261
H 1.262 1.844 -4.842  0.220
H 1.104 -0.314 -4.347  0.425
N 0.801 0.598 -1.203  -0.689
N 0.817 0.310 -3.560  -0.626
O -0.032 2.583 -0.519  -0.576
O 1.029 -1.469 -2.253  -0.584

As for the energy relative to the best compared isomer or geometry (same formula, charge and spin): 1.829 eV. As for the LUMO energy: 0.46 eV. The structure (SMILES) is O=c1cc[nH]c(=O)[nH]1.c1ccccc1. The total charge is 0. For the orbital gap, the calculation gives 9.816 eV. As for the total energy: -647.0347 hartree. Its multiplicity is 1.

---

Computed, not measured: 2 unconnected molecules or ions with the total composition F2HISi, with the ωB97M-V functional and the def2-TZVPD basis.

Last column: natural (NBO) charge in e.
Geometry (Å):
F 1.631 0.626 -0.560  -0.666
F -0.111 -0.652 -1.890  -0.662
Si 0.206 -0.119 -0.405  1.564
I 0.211 -1.610 1.468  -0.214
H -1.937 1.755 1.387  -0.022

As for the energy relative to the best compared isomer or geometry (same formula, charge and spin): 4.026 eV. As for the LUMO energy (alpha / beta): -1.71 / -0.46 eV. The total charge is 0. For the orbital gap (alpha / beta), the calculation gives 8.956 / 8.183 eV. As for the total energy: -787.5259 hartree. Its multiplicity is 1.

---

Computed, not measured: 7 unconnected molecules or ions with the total composition C23H60N2O7, with the ωB97M-V functional and the def2-TZVPD basis.

Last column: Löwdin charge in e.
Geometry (Å):
C 5.718 -0.219 -1.313  -0.048
C 5.320 0.997 -0.331  -0.377
C 5.507 2.525 -0.982  -0.123
O 4.995 3.578 -0.118  -0.200
C 4.849 4.863 -0.716  -0.122
N 3.970 0.838 -0.026  0.008
H 5.483 -1.206 -0.915  0.057
H 6.785 -0.289 -1.525  0.065
H 5.244 -0.098 -2.287  0.066
H 5.872 0.711 0.565  0.123
H 4.948 2.437 -1.914  0.110
H 6.539 2.772 -1.229  0.111
H 4.639 5.751 -0.118  0.084
H 3.996 4.904 -1.392  0.076
H 5.665 5.211 -1.350  0.080
H 3.641 1.727 0.322  0.076
H 3.393 0.791 -0.853  0.077
C -4.239 1.043 -5.203  -0.034
C -3.463 1.375 -3.916  -0.479
C -2.691 0.065 -3.690  -0.228
C -1.744 0.005 -2.661  -0.205
C -0.654 1.105 -3.020  -0.123
C -1.238 2.495 -3.302  -0.426
N -2.431 2.351 -4.134  -0.145
O -2.986 3.547 -4.494  0.008
C -1.505 3.288 -1.952  0.001
C -0.025 3.244 -4.075  -0.029
C -4.377 1.574 -2.678  -0.017
H -4.717 0.066 -5.137  0.083
H -3.525 0.878 -6.009  0.084
H -4.972 1.780 -5.532  0.080
H -3.361 -0.773 -3.498  0.127
H -2.131 -0.303 -4.550  0.134
H -1.304 -0.989 -2.584  0.125
H -2.134 0.245 -1.672  0.102
H 0.018 0.742 -3.797  0.110
H 0.004 1.073 -2.152  0.089
H -1.201 2.598 -1.165  0.058
H -0.981 4.237 -1.844  0.074
H -2.577 3.479 -1.911  0.065
H 0.818 3.458 -3.418  0.072
H 0.245 2.693 -4.976  0.070
H -0.281 4.222 -4.483  0.064
H -5.179 0.841 -2.583  0.083
H -4.936 2.505 -2.586  0.079
H -3.820 1.598 -1.742  0.060
H -2.923 3.527 -5.452  0.108
C -0.576 0.684 5.941  -0.074
C 0.048 -0.776 5.830  -0.209
O -0.592 -1.504 4.700  -0.123
H -0.302 1.434 5.199  0.061
H -0.207 1.210 6.822  0.057
H -1.641 0.676 6.170  0.068
H -0.062 -1.278 6.791  0.102
H 1.123 -0.738 5.651  0.098
H -0.283 -2.406 4.805  0.033
C -2.328 -4.472 3.607  -0.075
C -0.855 -4.842 3.428  -0.252
O 0.160 -4.216 4.270  -0.105
H -2.944 -4.901 2.816  0.075
H -2.643 -3.441 3.446  0.065
H -2.713 -4.941 4.512  0.072
H -0.631 -4.623 2.384  0.111
H -0.684 -5.896 3.642  0.107
H 0.983 -4.050 3.806  0.066
C 4.850 -3.251 1.667  -0.089
C 3.552 -2.866 2.270  -0.374
O 2.810 -2.200 1.318  -0.068
H 4.753 -3.624 0.648  0.084
H 5.345 -3.978 2.312  0.076
H 5.516 -2.389 1.626  0.070
H 3.572 -2.323 3.214  0.114
H 3.057 -3.735 2.705  0.099
H 3.225 -1.358 1.117  0.057
C 0.400 0.124 0.550  -0.044
C 0.069 -0.329 2.001  -0.333
O -1.290 -0.550 2.183  -0.079
H -0.095 1.090 0.455  0.067
H -0.113 -0.668 0.004  0.071
H 1.431 0.128 0.197  0.045
H 0.438 0.404 2.718  0.099
H 0.687 -1.136 2.394  0.091
H -1.377 -1.007 3.023  0.056
C -5.320 -2.188 0.050  -0.082
C -4.302 -1.239 0.849  -0.263
O -3.146 -2.073 0.819  -0.107
H -6.341 -1.878 0.276  0.054
H -5.258 -3.267 0.191  0.059
H -5.291 -2.131 -1.038  0.052
H -4.601 -0.863 1.828  0.101
H -4.330 -0.324 0.257  0.085
H -2.350 -1.552 0.945  0.030

As for the energy relative to the best compared isomer or geometry (same formula, charge and spin): 2.099 eV. As for the LUMO energy: 0.56 eV. The structure (SMILES) is CC1(C)CCCC(C)(C)N1O.COC[C@H](C)N.CCO.CCO.CCO.CCO.CCO. The total charge is 0. For the orbital gap, the calculation gives 8.689 eV. As for the total energy: -1548.2622 hartree. Its multiplicity is 1.

---

Computed, not measured: a molecular structure, C35H35N3OP2RuS2, with the ωB97M-V functional and the def2-TZVPD basis.

Last column: Mulliken spin population.
Geometry (Å):
Ru 0.042 -0.163 0.452  3.287
C 3.389 -2.031 0.682  0.003
C 3.428 -0.622 0.207  0.019
N 2.394 0.163 0.085  -0.019
C 2.740 1.416 -0.375  0.042
C 4.067 1.576 -0.617  0.009
S 4.915 0.138 -0.251  0.006
C 1.702 2.423 -0.544  -0.023
C 1.903 3.740 -0.807  0.000
S 0.409 4.560 -0.878  0.011
C -0.421 3.087 -0.530  -0.029
N 0.377 2.062 -0.399  0.064
C -1.904 3.071 -0.422  0.039
H 2.363 -2.309 0.908  -0.001
H 4.004 -2.154 1.575  -0.001
H 3.781 -2.703 -0.082  0.002
H 4.579 2.453 -0.978  0.000
H 2.834 4.261 -0.957  0.000
H -2.309 4.071 -0.565  0.002
H -2.198 2.710 0.563  -0.016
H -2.334 2.404 -1.169  0.003
N -2.228 0.118 2.404  -0.038
P -2.524 -0.090 0.718  -0.078
C -2.846 -1.856 0.443  0.333
C -3.825 -2.547 1.106  -0.063
C -4.063 -3.905 0.859  0.356
C -3.245 -4.606 -0.060  -0.081
C -2.248 -3.984 -0.734  0.309
C -1.980 -2.513 -0.598  0.038
C -4.228 0.574 0.644  0.083
C -4.686 1.571 1.504  0.029
C -5.956 2.108 1.344  -0.008
C -6.772 1.674 0.311  0.019
C -6.317 0.697 -0.564  -0.010
C -5.053 0.156 -0.403  0.016
P -0.579 0.112 2.817  0.062
C -0.142 1.877 3.024  -0.021
C -1.091 2.852 3.317  0.002
C -0.713 4.183 3.412  -0.002
C 0.615 4.545 3.227  0.006
C 1.570 3.576 2.953  0.000
C 1.191 2.247 2.845  0.025
C -0.660 -0.469 4.541  0.046
C 0.172 0.071 5.518  0.009
C 0.096 -0.389 6.823  -0.005
C -0.803 -1.392 7.160  0.010
C -1.617 -1.949 6.185  -0.005
C -1.540 -1.498 4.877  0.008
H -2.960 0.014 3.096  0.001
H -4.440 -2.026 1.834  0.010
H -4.866 -4.420 1.367  0.012
H -3.409 -5.666 -0.208  0.000
H -1.621 -4.537 -1.424  0.009
H -2.238 -2.066 -1.575  0.077
H -4.057 1.929 2.310  0.005
H -6.310 2.866 2.031  0.000
H -7.757 2.102 0.184  0.001
H -6.952 0.350 -1.369  0.000
H -4.703 -0.611 -1.083  -0.005
H -2.125 2.565 3.467  0.000
H -1.453 4.939 3.640  0.000
H 0.904 5.586 3.300  0.000
H 2.606 3.858 2.813  0.000
H 1.925 1.480 2.619  0.001
H 0.867 0.861 5.262  0.001
H 0.736 0.043 7.581  0.000
H -0.866 -1.740 8.183  0.001
H -2.313 -2.737 6.440  0.000
H -2.166 -1.954 4.118  0.011
C -0.334 -3.284 1.777  -0.019
O 0.254 -2.833 0.563  0.071
C -0.500 -2.135 -0.425  0.497
C 0.308 -2.207 -1.710  -0.147
H -1.205 -3.907 1.597  0.002
H -0.613 -2.451 2.427  0.001
H 0.433 -3.873 2.277  -0.003
H 0.571 -3.247 -1.940  0.011
H 1.249 -1.658 -1.625  0.005
H -0.256 -1.794 -2.545  0.022

As for the energy relative to the best compared isomer or geometry (same formula, charge and spin): 0.000 eV. The expectation value of S² is 8.807. As for the LUMO energy (alpha / beta): -2.19 / -3.05 eV. The total charge is +1. For the orbital gap (alpha / beta), the calculation gives 6.451 / 7.664 eV. As for the total energy: -3167.9267 hartree. Its multiplicity is 6.